Entry 1:
The following is a DFT calculation (ωB97M-V/def2-TZVPD) of a structure of composition C3H3Cl2O3.

Geometry as XYZ:
```
11
C3H3Cl2O3, DFT ωB97M-V/def2-TZVPD
C -0.50746 2.73595 0.23715
C 0.96259 0.36413 -0.02549
C 0.23908 0.21162 -1.10812
O -1.58733 2.32534 0.31951
O 0.43191 3.35025 0.37761
O -0.82070 -0.45507 -1.33009
Cl 0.91689 0.99144 -2.60801
Cl -1.90003 -2.33832 0.30356
H 0.81912 -0.09954 1.00510
H 2.02169 0.62477 -0.16869
H -0.97071 -1.26440 -0.54497
```

## Properties
Energy relative to the best compared isomer or geometry (same formula, charge and spin) (eV): 0.382
M (g/mol): 157.96
Charge: -1
E_HOMO (eV): -5.20
Gap between HOMO and LUMO (eV): 8.42

Atom charges from the Mulliken analysis, given in e for atoms 1 to 4: atom 1 (C): 0.709, atom 2 (C): -0.954, atom 3 (C): 0.691, atom 4 (O): -0.380

***

Entry 2:
The following is a DFT calculation (ωB97M-V/def2-TZVPD) of a cluster of 2 separate species, C7H6N4O2 in total.

Geometry as XYZ:
```
19
C7H6N4O2, DFT ωB97M-V/def2-TZVPD
C 0.80981 1.47434 0.06619
C -1.97843 -0.22414 1.04084
C -2.36276 -0.00775 -1.05683
C 1.43554 0.15681 -0.29066
C 2.84814 0.10729 -0.27501
C 3.18726 -1.22741 0.12054
C 0.98820 -1.10530 -0.11590
H -1.07273 2.29165 0.96323
H -1.34168 -0.50924 2.11252
H -2.25112 0.36470 -2.02534
H 3.37232 1.09510 -0.27099
H 4.16958 -1.56591 0.03330
H 0.02088 -1.66040 -0.25044
N -0.61555 1.55148 -0.36600
N -1.42573 0.36398 -0.03742
N -3.03610 -0.96664 0.84261
N -3.37267 -0.77906 -0.58466
O 1.32581 2.51884 0.40153
O 2.01001 -2.04975 0.03859
```

## Properties
Energy relative to the best compared isomer or geometry (same formula, charge and spin) (eV): 5.815
M (g/mol): 178.15
E_HOMO (eV): -9.72
Gap between HOMO and LUMO (eV): 8.53

Atom charges from the Mulliken analysis, given in e for atoms 1 to 4: atom 1 (C): 0.589, atom 2 (C): 0.099, atom 3 (C): -0.165, atom 4 (C): 0.385

***

Entry 3:
The following is a DFT calculation (ωB97M-V/def2-TZVPD) of a structure of composition C26H29BeN2O4.

Geometry as XYZ:
```
62
C26H29BeN2O4, DFT ωB97M-V/def2-TZVPD
C -0.54534 -1.16695 2.49969
C 0.78817 -0.74349 2.24895
C 0.79935 0.67569 2.18343
H 1.64629 -1.39965 2.13515
C -0.53262 1.13298 2.39428
C -1.36360 -0.00525 2.58919
H -2.42630 0.00950 2.82060
H -0.86287 -2.19566 2.64037
H 1.67379 1.29739 2.01900
H -0.85452 2.16960 2.43481
C 1.32579 -0.31960 -1.46741
C 1.58642 -1.47670 -0.71262
C 0.60008 -2.44615 -1.00591
H 2.43798 -1.63841 -0.05346
C -0.29967 -1.91099 -1.96516
C 0.13965 -0.54052 -2.26309
H -0.12839 0.03532 -3.15425
H 1.95739 0.56777 -1.50520
H 0.57760 -3.45299 -0.59523
H -1.09712 -2.45622 -2.47050
Be -1.35066 -0.43751 -1.13891
O 0.22853 2.39691 -0.91415
C 0.85762 3.44415 -0.15018
C -0.58776 3.49723 -0.58554
H 0.98859 3.13125 0.88559
H 1.60262 3.99203 -0.74281
H -1.37924 3.33680 0.16072
H -2.44194 5.47561 -0.64728
C -1.93275 5.36823 -1.60569
C -0.97884 4.33566 -1.73667
C -0.29691 4.17743 -2.96049
H 0.43861 3.38096 -3.07529
C -0.55277 5.02620 -4.03667
H -0.01261 4.87051 -4.98271
C -1.48462 6.07215 -3.88445
H -1.66894 6.75459 -4.72607
C -2.17480 6.24504 -2.66322
H -2.88692 7.07307 -2.55011
C -3.20554 -3.93100 2.75360
C -3.99684 -2.78292 2.15743
C -4.07017 -2.74511 0.60715
C -4.70055 -3.98929 -0.07510
C -4.02221 -5.32950 0.09661
C -4.99815 -1.55563 0.24866
O -6.20755 -1.59239 0.37229
N -4.43782 -0.33494 -0.23185
C -3.14641 -0.22871 -0.50984
O -2.49355 0.71750 -1.10101
N -2.33561 -1.27703 -0.19358
C -2.66374 -2.55825 0.09423
O -1.79169 -3.43341 0.00005
H -3.85280 -4.79234 2.95200
H -2.78234 -3.61060 3.71173
H -2.38599 -4.23730 2.09282
H -5.03401 -2.80023 2.52052
H -3.56099 -1.82163 2.48338
H -5.73529 -4.04816 0.28368
H -4.75205 -3.75673 -1.15307
H -4.16585 -5.73591 1.10100
H -4.47644 -6.02245 -0.61668
H -2.95229 -5.25523 -0.11759
H -5.06419 0.42201 -0.48800
```

## Properties
Energy relative to the best compared isomer or geometry (same formula, charge and spin) (eV): 0.000
M (g/mol): 442.54
Charge: -1
E_HOMO (eV): -2.78
Gap between HOMO and LUMO (eV): 5.15

Atom charges from the Mulliken analysis, given in e for atoms 1 to 4: atom 1 (C): 0.126, atom 2 (C): -1.059, atom 3 (C): -0.643, atom 4 (H): 0.574

***

Entry 4:
The following is a DFT calculation (ωB97M-V/def2-TZVPD) of a structure of composition C3H3O3.

Geometry as XYZ:
```
9
C3H3O3, DFT ωB97M-V/def2-TZVPD
C 1.26322 -0.93984 -0.08638
C 2.97395 0.17256 -0.07503
C -0.09579 -0.19748 0.05978
O 3.34829 0.15626 1.06925
O 1.33426 -2.16044 -0.14036
O 3.20356 0.64933 -1.14086
H -0.28491 -0.09751 1.11570
H -0.84536 -0.55010 -0.54502
H -0.03644 0.81842 -0.36878
```

## Properties
Energy relative to the best compared isomer or geometry (same formula, charge and spin) (eV): 1.344
M (g/mol): 87.05
Charge: -1
E_HOMO (eV): -2.54
Gap between HOMO and LUMO (eV): 6.89

Atom charges from the Mulliken analysis, given in e for atoms 1 to 4: atom 1 (C): 0.296, atom 2 (C): 0.511, atom 3 (C): -1.090, atom 4 (O): -0.547

***

Entry 5:
The following is a DFT calculation (ωB97M-V/def2-TZVPD) of a structure of composition C16H32Br2Cl6CsMgN2O13P2S2.

Geometry as XYZ:
```
77
C16H32Br2Cl6CsMgN2O13P2S2, DFT ωB97M-V/def2-TZVPD
O 5.84453 -0.42362 -3.68209
P 4.53876 -0.96208 -3.34059
O 3.88986 -1.83487 -4.49906
O 4.60454 -1.91762 -2.10401
C 3.34660 0.29445 -2.76946
C 2.00506 -0.08663 -2.45857
P 1.35100 -1.88203 -2.68777
O 1.96059 -2.86684 -1.41851
Cl -0.72964 -1.77448 -2.42819
C 1.13599 0.89971 -1.97197
C 1.59876 2.17220 -1.81165
N 2.85247 2.52509 -2.13877
C 3.72043 1.62213 -2.60232
Cl 5.30124 2.20535 -2.98105
H 3.45538 -1.28294 -5.16257
H 5.55751 -2.07628 -1.87998
H 1.68081 -3.79198 -1.58743
H 0.10855 0.69594 -1.71651
H 0.95347 2.94066 -1.41608
H 3.11515 3.49387 -1.97980
C -2.28963 -5.73082 -2.49929
O -1.09728 -5.58397 -2.74330
N -3.27615 -5.57951 -3.38929
C -4.67008 -5.75694 -3.02145
C -2.94688 -5.22210 -4.76043
H -2.64566 -5.99915 -1.50676
H -5.11306 -6.55514 -3.62997
H -5.22398 -4.83789 -3.19480
H -4.74929 -6.01652 -1.96555
H -2.30074 -5.98462 -5.19589
H -2.41235 -4.27198 -4.77655
H -3.85730 -5.13641 -5.34689
C -2.96267 -5.13844 2.43169
C -2.45024 -4.63137 1.11166
O -3.03376 -4.82754 0.07503
C -1.15158 -3.84819 1.12302
H -3.89430 -5.67521 2.27245
H -2.23476 -5.81656 2.88167
H -3.14987 -4.30325 3.10686
H -0.33705 -4.47351 1.51829
H -1.26820 -2.95009 1.73340
H -0.90582 -3.54969 0.09651
O 6.65808 -0.48827 -0.82026
H 6.36262 -0.06739 -1.63324
Cs 1.76495 -1.95300 0.65304
C 4.56853 6.27466 2.28118
S 4.21431 5.93271 0.56216
O 2.80063 5.43948 0.47876
C 5.24822 4.48564 0.40944
H 3.97356 7.13009 2.58959
H 4.30790 5.40987 2.89224
H 5.62668 6.51049 2.39296
H 4.94345 3.72848 1.13425
H 6.28205 4.76736 0.60350
H 5.12331 4.05528 -0.58187
O -7.63108 -3.92916 -1.34698
S -8.03315 -5.21768 -1.87836
O -7.64780 -5.42692 -3.26994
O -9.42222 -5.54201 -1.62512
O -7.17453 -6.24313 -1.04461
Mg -6.76734 -8.10567 -1.21681
Br 2.57478 7.57386 4.92485
C 2.18331 9.45451 5.28612
C 2.11669 10.25287 4.01304
Br 3.89254 10.59639 3.29653
H 2.94562 9.80455 5.97346
H 1.22013 9.46167 5.78753
H 1.68505 11.23190 4.20365
H 1.55226 9.75634 3.23115
O -1.05670 9.31907 4.56888
H -1.75015 9.04663 5.17788
H -0.34242 8.69261 4.71948
C -4.91651 -1.60074 4.91467
Cl -5.93216 -2.82661 4.15686
Cl -5.50301 0.00278 4.48764
Cl -4.94242 -1.80008 6.66382
Cl -3.24561 -1.78768 4.33044
```

## Properties
Energy relative to the best compared isomer or geometry (same formula, charge and spin) (eV): 0.000
M (g/mol): 1116.25
Charge: +1
E_HOMO (eV): -8.38
Gap between HOMO and LUMO (eV): 2.18

Atom charges from the Mulliken analysis, given in e for atoms 1 to 4: atom 1 (O): -0.683, atom 2 (P): 0.879, atom 3 (O): -0.449, atom 4 (O): -0.360

***

Entry 6:
The following is a DFT calculation (ωB97M-V/def2-TZVPD) of a structure of composition C3H7NO3.

Geometry as XYZ:
```
14
C3H7NO3, DFT ωB97M-V/def2-TZVPD
C -0.19046 0.24924 1.20884
C 0.67133 -0.09293 -0.59409
N -1.64980 -0.40661 -1.05423
C 1.89516 -0.64303 -0.52293
O -0.27898 -0.71608 -1.38283
O 0.66060 0.47530 2.17224
O -1.14202 1.20143 1.12321
H 0.54572 1.36373 2.56416
H -1.75265 0.93320 0.40710
H 0.58417 1.02881 -0.53408
H -2.12806 -0.42046 -1.95279
H -1.97880 -1.20788 -0.51151
H 2.73680 -0.08081 -0.16372
H 2.02700 -1.68390 -0.75937
```

## Properties
Energy relative to the best compared isomer or geometry (same formula, charge and spin) (eV): 6.533
M (g/mol): 105.09
E_HOMO (eV): -7.31
Gap between HOMO and LUMO (eV): 7.88

Atom charges from the Mulliken analysis, given in e for atoms 1 to 4: atom 1 (C): -0.062, atom 2 (C): 0.415, atom 3 (N): -0.539, atom 4 (C): -0.843

***

Question: M of number 2 (C7H6N4O2)?
Answer: 178.15 g/mol

***

Please write out number 3 again, unchanged.
The following is a DFT calculation (ωB97M-V/def2-TZVPD) of a structure of composition C26H29BeN2O4.

Geometry as XYZ:
```
62
C26H29BeN2O4, DFT ωB97M-V/def2-TZVPD
C -0.54534 -1.16695 2.49969
C 0.78817 -0.74349 2.24895
C 0.79935 0.67569 2.18343
H 1.64629 -1.39965 2.13515
C -0.53262 1.13298 2.39428
C -1.36360 -0.00525 2.58919
H -2.42630 0.00950 2.82060
H -0.86287 -2.19566 2.64037
H 1.67379 1.29739 2.01900
H -0.85452 2.16960 2.43481
C 1.32579 -0.31960 -1.46741
C 1.58642 -1.47670 -0.71262
C 0.60008 -2.44615 -1.00591
H 2.43798 -1.63841 -0.05346
C -0.29967 -1.91099 -1.96516
C 0.13965 -0.54052 -2.26309
H -0.12839 0.03532 -3.15425
H 1.95739 0.56777 -1.50520
H 0.57760 -3.45299 -0.59523
H -1.09712 -2.45622 -2.47050
Be -1.35066 -0.43751 -1.13891
O 0.22853 2.39691 -0.91415
C 0.85762 3.44415 -0.15018
C -0.58776 3.49723 -0.58554
H 0.98859 3.13125 0.88559
H 1.60262 3.99203 -0.74281
H -1.37924 3.33680 0.16072
H -2.44194 5.47561 -0.64728
C -1.93275 5.36823 -1.60569
C -0.97884 4.33566 -1.73667
C -0.29691 4.17743 -2.96049
H 0.43861 3.38096 -3.07529
C -0.55277 5.02620 -4.03667
H -0.01261 4.87051 -4.98271
C -1.48462 6.07215 -3.88445
H -1.66894 6.75459 -4.72607
C -2.17480 6.24504 -2.66322
H -2.88692 7.07307 -2.55011
C -3.20554 -3.93100 2.75360
C -3.99684 -2.78292 2.15743
C -4.07017 -2.74511 0.60715
C -4.70055 -3.98929 -0.07510
C -4.02221 -5.32950 0.09661
C -4.99815 -1.55563 0.24866
O -6.20755 -1.59239 0.37229
N -4.43782 -0.33494 -0.23185
C -3.14641 -0.22871 -0.50984
O -2.49355 0.71750 -1.10101
N -2.33561 -1.27703 -0.19358
C -2.66374 -2.55825 0.09423
O -1.79169 -3.43341 0.00005
H -3.85280 -4.79234 2.95200
H -2.78234 -3.61060 3.71173
H -2.38599 -4.23730 2.09282
H -5.03401 -2.80023 2.52052
H -3.56099 -1.82163 2.48338
H -5.73529 -4.04816 0.28368
H -4.75205 -3.75673 -1.15307
H -4.16585 -5.73591 1.10100
H -4.47644 -6.02245 -0.61668
H -2.95229 -5.25523 -0.11759
H -5.06419 0.42201 -0.48800
```

## Properties
Energy relative to the best compared isomer or geometry (same formula, charge and spin) (eV): 0.000
M (g/mol): 442.54
Charge: -1
E_HOMO (eV): -2.78
Gap between HOMO and LUMO (eV): 5.15

Atom charges from the Mulliken analysis, given in e for atoms 1 to 4: atom 1 (C): 0.126, atom 2 (C): -1.059, atom 3 (C): -0.643, atom 4 (H): 0.574

***

Question: The highest energy relative to the best compared isomer or geometry (same formula, charge and spin) belongs to which entry?
Answer: C3H7NO3